The following is a DFT calculation (wB97M-V/def2-TZVPD) of C33H26IN5O10STi as an isolated structure.

Results
* charge: -2
* E: -104621.9619 eV
* multiplicity: 3
* ΔE to the lowest compared entry with this formula, charge and spin: 1.1 kJ/mol
* highest occupied orbital energy (spin up / spin down): -0.141 / -3.103 eV

Last column: Löwdin charge in e.
Atoms and positions in Å:
Ti  -0.040  -0.754  -0.177  1.08
O  -3.021  0.311  -0.114  -0.31
S  -2.715  0.316  1.292  0.62
O  -3.141  1.481  2.059  -0.33
N  -1.135  0.066  1.481  -0.18
C  -0.400  0.709  2.468  -0.24
C  -0.817  1.115  3.718  -0.02
C  0.072  1.710  4.631  -0.07
C  1.383  1.941  4.326  -0.06
C  1.855  1.569  3.049  -0.16
C  3.180  1.788  2.615  -0.01
C  3.563  1.428  1.355  -0.04
C  2.620  0.807  0.516  -0.10
N  1.388  0.569  0.899  0.05
C  0.973  0.952  2.138  -0.14
C  -3.518  -1.111  1.975  -0.26
C  -4.266  -1.915  1.128  -0.06
C  -4.836  -3.077  1.627  -0.08
C  -4.654  -3.425  2.958  -0.08
C  -3.897  -2.617  3.796  -0.07
C  -3.321  -1.457  3.304  -0.06
H  -1.844  0.978  4.011  0.09
H  -0.309  1.977  5.610  0.10
H  2.064  2.389  5.040  0.10
H  3.885  2.244  3.302  0.11
H  4.573  1.577  1.002  0.10
H  2.896  0.458  -0.471  0.12
H  -4.343  -1.651  0.082  0.11
H  -5.382  -3.733  0.961  0.10
H  -5.063  -4.356  3.334  0.10
H  -3.689  -2.920  4.814  0.11
H  -2.654  -0.894  3.940  0.09
C  -1.387  4.338  -1.970  -0.03
C  -1.024  3.051  -1.285  -0.28
N  -1.272  2.780  -0.068  0.05
O  -1.958  3.758  0.626  -0.05
C  -0.397  1.964  -2.087  -0.27
C  -0.054  2.161  -3.533  -0.03
N  -0.223  0.843  -1.503  -0.13
O  0.298  -0.234  -2.088  -0.20
H  -1.700  5.078  -1.239  0.06
H  -2.206  4.176  -2.675  0.09
H  -0.538  4.724  -2.536  0.07
H  -2.288  3.230  1.381  0.07
H  0.712  2.931  -3.659  0.08
H  -0.929  2.468  -4.110  0.08
H  0.321  1.221  -3.931  0.07
O  -2.164  -4.026  -1.362  0.03
C  -1.676  -3.461  -0.391  -0.56
O  -1.321  -2.218  -0.374  -0.16
C  -1.553  -4.195  0.931  -0.13
C  -1.857  -5.558  0.979  -0.06
C  -1.780  -6.230  2.193  -0.11
C  -1.422  -5.574  3.360  -0.03
C  -1.126  -4.203  3.315  -0.19
C  -1.183  -3.528  2.083  0.03
N  -0.816  -3.514  4.482  -0.40
O  -0.558  -2.253  4.423  -0.13
O  -0.808  -4.145  5.597  -0.14
H  -2.151  -6.057  0.066  0.10
H  -2.008  -7.291  2.233  0.08
H  -1.369  -6.079  4.313  0.09
H  -0.971  -2.471  2.063  0.09
I  4.650  -2.775  6.481  0.77
C  3.953  -2.616  4.504  -0.72
C  2.598  -2.465  4.269  -0.12
C  2.170  -2.354  2.951  0.01
C  3.074  -2.391  1.897  -0.12
C  4.431  -2.540  2.164  -0.03
C  4.881  -2.657  3.469  -0.17
C  2.612  -2.201  0.465  -0.59
O  3.443  -2.117  -0.434  0.03
O  1.338  -2.102  0.322  -0.12
H  1.863  -2.428  5.064  0.09
H  1.113  -2.229  2.768  0.09
H  5.123  -2.556  1.332  0.11
H  5.935  -2.773  3.682  0.08